No. 1
Below is 2 unconnected molecules or ions with the total composition C4H9NO2, with properties calculated with ωB97M-V/def2-TZVPD.

XYZ file:
```
16
Properties=species:S:1:pos:R:3:forces:R:3
O 1.08822 -2.05284 1.77768 -0.5 0.3 -0.5
O 1.03881 0.56695 -1.58407 -0.2 -0.2 0.0
N -0.50325 -1.28126 0.18500 0.4 -0.3 0.5
C 0.26700 -1.64782 1.04302 0.1 -0.1 0.0
C -1.58421 0.89486 0.61435 0.0 0.0 0.0
C -1.76986 -0.55909 0.20000 -0.2 0.1 0.0
C 2.27894 0.55142 -0.91074 0.4 0.1 0.2
H -0.87973 1.38754 -0.06299 -0.1 0.0 0.1
H 2.94841 -0.23973 -1.28021 -0.1 0.1 0.0
H -2.46798 -1.07875 0.86560 0.1 0.1 -0.1
H -1.19445 0.96080 1.63602 -0.1 0.0 -0.1
H -2.18019 -0.61578 -0.81143 0.1 0.0 0.1
H 2.76114 1.51568 -1.09132 -0.1 -0.1 0.0
H -2.54446 1.41997 0.57986 0.1 -0.1 0.0
H 0.57665 -0.24762 -1.33794 0.0 0.2 -0.1
H 2.16497 0.42565 0.17720 0.0 0.0 -0.2
```
Positions in Å, forces in eV/Å.

Computed properties:
net charge = 0
SMILES = CCN=C=O.CO
gap between HOMO and LUMO = 0.3994 Eh
E_HOMO = -10.197 eV

=====

No. 2
Below is a molecular structure, C46H58N2O2PdS2Se, with properties calculated with ωB97M-V/def2-TZVPD.

XYZ file:
```
112
Properties=species:S:1:pos:R:3:forces:R:3
Pd -0.74694 -0.63882 -0.79348 -0.6 -0.5 -0.1
Se 1.09859 0.84528 -1.17513 0.2 0.4 -0.1
S -2.32400 -2.29858 -0.43551 0.2 0.0 -0.1
S -1.90568 -0.11704 -2.69570 0.2 -0.1 0.0
O 0.34504 -1.27982 0.86049 0.1 0.0 0.0
O -1.33903 1.52878 0.69968 0.1 0.0 0.1
N -3.91364 -3.60728 -2.24770 0.1 -0.1 0.0
N -3.31914 -1.77321 -4.35119 0.0 0.1 0.0
C -0.51436 3.56511 1.61519 0.1 0.1 0.0
C 3.71587 -1.05670 2.14013 -0.1 0.0 0.0
C -8.14951 -3.90409 0.00958 0.1 0.0 0.0
C -1.61389 4.86932 3.50397 0.0 0.0 0.0
C -4.52302 -4.27723 -1.12476 -0.1 0.1 0.1
C 5.79253 0.24870 1.47850 0.0 0.0 0.0
C -3.04130 -2.49503 -2.03441 -0.1 0.0 0.1
C 0.58445 -1.75769 3.74619 0.0 0.0 0.0
C 1.58704 -0.93287 0.98415 -0.1 -0.1 0.1
C -3.01055 3.68057 1.83731 0.0 0.0 0.0
C -5.82476 -3.66176 -0.63188 0.1 0.0 0.0
C 2.69306 6.25396 -0.73294 0.0 0.0 0.0
C 6.26335 1.26905 0.44160 0.0 0.0 0.0
C -3.95014 -3.05552 -4.58143 0.0 0.0 0.0
C -5.91522 -2.29340 -0.37004 0.0 0.0 0.0
C -0.45170 2.41938 0.72504 -0.1 0.1 0.0
C 6.69444 -0.98924 1.37812 0.0 0.0 0.0
C 4.33247 -0.14784 1.26621 -0.1 0.0 0.0
C -1.31459 -2.40858 -5.72378 0.0 0.0 0.1
C -6.95347 -4.45112 -0.44487 -0.1 0.0 0.0
C -8.22908 -2.54470 0.27346 0.1 0.0 0.0
C 2.39617 -1.46408 2.04210 0.1 0.0 0.0
C -2.78812 -1.61975 -3.02057 0.0 0.1 -0.1
C 3.54247 0.36108 0.24822 0.0 0.0 0.1
C -7.10755 -1.74390 0.07854 0.0 0.0 0.0
C 4.01158 5.00201 0.97192 0.0 0.0 0.0
C 2.21571 -0.02011 0.12058 0.0 0.0 0.0
C -1.67995 3.63381 2.60333 0.0 0.0 0.0
C -2.42976 -1.41374 -5.44702 0.1 0.0 0.0
C 5.96566 0.87789 2.86823 0.0 0.0 0.0
C 1.26550 -3.69009 2.29786 0.0 -0.1 0.0
C -1.66178 2.39465 3.51284 0.0 0.0 0.0
C 0.68435 -3.55711 -5.00338 0.0 0.0 0.0
C 0.45731 4.55027 1.56306 0.0 -0.1 0.0
C 2.75527 -2.89439 4.11180 0.0 0.0 0.0
C 1.65188 3.41924 -0.13894 0.0 0.0 0.0
C 0.71048 2.40538 -0.11890 0.1 0.0 -0.1
C 2.37175 6.71826 1.68233 0.0 0.0 0.0
C 1.56036 4.52639 0.69606 -0.1 0.0 0.0
C -0.26198 -4.06061 -7.15037 -0.1 0.1 0.0
C -1.27425 -3.13657 -6.90685 0.0 0.0 -0.1
C -4.79130 -3.42719 -3.38053 0.0 0.0 0.0
C 1.76504 -2.43957 3.03678 0.0 0.0 0.0
C -0.32224 -2.63159 -4.76532 0.0 0.0 0.0
C 2.63611 5.61138 0.66029 0.0 0.0 0.0
C 0.72137 -4.27220 -6.19570 0.0 0.0 0.0
H -9.01713 -4.53870 0.15063 0.0 0.0 0.0
H -5.54287 -2.64206 -3.20635 0.0 0.0 0.0
H 3.16693 7.46856 1.62725 0.0 0.0 0.0
H 5.68346 0.17940 3.65879 0.0 0.0 0.0
H 1.73532 6.72134 -0.97376 0.0 0.0 0.0
H -3.09650 2.81382 1.18347 0.0 0.0 0.0
H 0.81061 -4.38559 3.01241 0.0 0.0 0.0
H 3.47826 7.01817 -0.78243 0.0 0.0 0.0
H 7.30826 1.53137 0.63207 0.0 0.0 0.0
H 3.61186 -3.42037 3.68042 0.0 0.0 0.0
H 0.52900 -3.42840 1.53970 0.0 0.0 0.0
H -9.15711 -2.10992 0.62524 0.0 0.0 0.0
H -7.15784 -0.68138 0.28315 0.0 0.0 0.0
H -2.05155 -2.97805 -7.64882 0.0 0.0 0.0
H -5.32136 -4.36681 -3.56973 0.0 0.0 0.0
H 3.99919 4.51761 1.95121 0.0 0.0 0.0
H -3.21501 -3.85961 -4.74050 0.0 0.0 0.0
H 5.67093 2.18532 0.48757 0.0 0.0 0.0
H 4.31601 -1.46241 2.94648 0.0 0.0 0.0
H -0.16956 -1.44265 3.02701 0.0 0.0 0.0
H -3.06370 4.58951 1.22996 0.0 0.0 0.0
H 7.00792 1.17384 3.03145 0.0 0.0 0.0
H 2.49465 3.31951 -0.81983 0.0 0.0 0.0
H -5.03762 -1.67023 -0.50529 0.0 0.0 0.0
H -6.89524 -5.51314 -0.66500 0.0 0.0 0.0
H 4.79180 5.77226 0.97015 0.0 0.0 0.0
H 0.92936 -0.87556 4.29312 0.0 0.0 0.0
H 0.36370 5.38701 2.24134 0.0 0.0 0.0
H 7.74537 -0.71884 1.53076 0.0 0.0 0.0
H 6.19373 0.87073 -0.57322 0.0 0.0 0.0
H -0.34395 -2.06918 -3.83869 0.0 0.0 0.0
H 5.33308 1.76315 2.96503 0.0 0.0 0.0
H 6.42313 -1.73579 2.12748 0.0 0.0 0.0
H 1.41925 7.21820 1.49143 0.0 0.0 0.0
H -1.67632 5.79803 2.92927 0.0 0.0 0.0
H -4.72919 -5.31483 -1.41494 0.0 0.0 0.0
H -3.80047 -4.30350 -0.30839 0.0 0.0 0.0
H 0.12897 -2.45061 4.46270 0.0 0.0 0.0
H -1.98929 -0.44469 -5.21407 0.0 0.0 0.0
H -3.04417 -1.30356 -6.34685 0.0 0.0 0.0
H 3.93304 1.08647 -0.45549 0.0 0.0 0.0
H 2.89740 5.50475 -1.50047 0.0 0.0 0.0
H -0.71971 2.34813 4.06735 0.0 0.0 0.0
H -2.48476 2.44783 4.23557 0.0 0.0 0.0
H -4.56828 -2.98345 -5.48512 0.0 0.0 0.0
H 1.51063 -4.99283 -6.37590 0.0 0.0 0.0
H 3.12847 -2.05425 4.70395 0.0 0.0 0.0
H -3.85149 3.68817 2.54118 0.0 0.0 0.0
H -0.69431 4.89283 4.09574 0.0 0.0 0.0
H 2.10244 -4.19981 1.81070 0.0 0.0 0.0
H -2.45975 4.84784 4.19783 0.0 0.0 0.0
H 6.59377 -1.45406 0.39469 0.0 0.0 0.0
H 2.24706 -3.58367 4.79198 0.0 0.0 0.0
H -0.24604 -4.61564 -8.08154 0.0 0.0 0.0
H -1.75751 1.48649 2.92013 0.0 0.0 0.0
H 1.44510 -3.71758 -4.24869 0.0 0.0 0.0
H 2.34858 6.32414 2.70088 0.0 0.0 0.0
H 4.28257 4.24360 0.23381 0.0 0.0 0.0
```
Positions in Å, forces in eV/Å.

Computed properties:
net charge = -2
gap between HOMO and LUMO = 0.1817 Eh
E_HOMO = -0.861 eV

=====

No. 3
Below is a single C3H7IOS2 molecule at a distorted geometry, with properties calculated with ωB97M-V/def2-TZVPD.

XYZ file:
```
14
Properties=species:S:1:pos:R:3:forces:R:3
I -3.11279 -2.89180 -1.49790 1.0 0.5 0.2
S -1.02257 -1.49455 -1.29408 -1.4 -0.8 -0.8
S 0.07588 0.83920 -1.64340 -2.9 0.6 2.2
O 1.08007 0.62003 -2.63912 2.6 -0.7 -1.4
C -0.76695 0.84193 0.86513 -1.1 2.4 -0.3
C 0.55126 0.66014 0.14474 -0.4 1.2 0.7
C 1.28572 -0.60232 0.52756 0.9 1.0 -0.5
H -1.44893 0.07315 0.63069 -1.0 -0.7 -0.3
H 2.03860 -0.33632 1.27655 0.4 -0.1 -0.5
H 0.61459 -1.20823 1.12654 -0.2 -0.8 -0.8
H 1.02327 1.61364 0.39950 1.0 -0.3 -0.4
H -0.84176 0.98780 1.92988 1.2 -0.6 0.8
H -1.19793 1.85661 0.62246 0.0 -1.0 -0.6
H 1.72154 -0.95929 -0.44854 -0.2 -0.6 1.5
```
Positions in Å, forces in eV/Å.

Computed properties:
⟨S²⟩ = 2.039
net charge = 0
gap between HOMO and LUMO (spin up / spin down) = 0.2533 / 0.2238 Eh
multiplicity = 3
E_HOMO (spin up / spin down) = -7.922 / -8.937 eV

=====

No. 4
Below is a molecular structure, C5H8O at a distorted geometry, with properties calculated with ωB97M-V/def2-TZVPD.

XYZ file:
```
14
Properties=species:S:1:pos:R:3:forces:R:3
O -1.43489 -1.74252 0.04281 1.6 2.1 0.0
C 1.27947 -0.60562 -0.04124 -0.7 -1.7 0.3
C 0.09604 0.43411 1.39697 0.2 0.0 1.5
C -0.79430 0.69150 -1.09995 0.7 2.3 0.5
C -0.06766 0.05308 0.00982 -3.2 -1.8 -0.1
C 1.38229 -0.07112 1.34779 1.0 2.1 0.9
H -1.77385 1.21843 -0.80186 1.4 -1.2 -0.4
H -0.90739 -0.07326 -1.90104 0.2 1.1 0.3
H 1.05135 -1.66823 0.01576 0.2 -0.3 -0.2
H -2.21000 -1.19789 0.22687 -0.1 -0.2 0.0
H 2.00564 -0.46464 -0.82528 0.2 0.7 -0.2
H 2.35414 0.08368 1.91366 -1.7 -0.4 -0.2
H -0.02454 1.59925 -1.25102 -1.6 -1.7 -0.7
H -0.61509 0.91791 2.19997 1.8 -1.1 -1.9
```
Positions in Å, forces in eV/Å.

Computed properties:
net charge = 0
gap between HOMO and LUMO (spin up / spin down) = 0.3088 / 0.3085 Eh
E_HOMO (spin up / spin down) = -8.583 / -8.577 eV

=====

Taking the records one at a time from the top gives ΔE to the lowest compared entry with this formula, charge and spin values of 1.466; 0.000; 0.000; 5.163 eV.